# C29H40Cl2MnN4O2P2S2

A molecular structure, C29H40Cl2MnN4O2P2S2 in a non-equilibrium geometry (ωB97M-V/def2-TZVPD, the Open Molecules 2025 dataset).

As for the total energy: -137377.5669 eV. Its expectation value of S² is 0.7977. The value obtained for the orbital gap (spin up / spin down) is 0.1946 / 0.2037 Ha.

Structure (ORCA input):
```
! RIJCOSX wB97M-V def2-TZVPD def2/J DEFGRID3
* xyz 2 2
Mn 0.49135 -0.86820 0.06213
C 2.09315 1.37530 2.68093
P 0.62275 0.62780 1.89503
C -0.08355 2.12430 1.10803
N -0.74585 3.01350 1.78113
C -1.22605 4.10650 1.17063
C -2.01055 5.04160 1.86623
C -2.48675 6.14490 1.20913
C -2.19375 6.35930 -0.15067
C -1.42965 5.46950 -0.85767
C -0.93965 4.31440 -0.22417
N -0.25075 3.37950 -0.89687
C 0.15665 2.30880 -0.28347
P 0.87375 0.93680 -1.27117
C -0.09925 1.10900 -2.80077
C 2.63575 1.33200 -1.79507
C 3.12405 0.08190 -2.52577
C 3.45905 1.54580 -0.53047
C 2.66855 2.57270 -2.67817
C -0.43285 0.10240 3.36453
C -0.62915 1.24420 4.35913
C -1.77745 -0.36430 2.82103
C 0.32965 -1.05990 4.01043
H 1.77435 1.90670 3.57683
H 2.56365 2.08270 2.00353
H 2.81045 0.59960 2.94483
H -2.22655 4.86030 2.90703
H -3.09545 6.86370 1.73493
H -2.59045 7.23550 -0.63957
H -1.20955 5.62610 -1.90177
H 0.11145 2.09700 -3.21247
H -1.16625 1.04580 -2.58847
H 0.17695 0.33040 -3.51237
H 3.04105 -0.78880 -1.86657
H 4.16595 0.20990 -2.81287
H 2.54965 -0.10490 -3.43097
H 3.20605 2.49850 -0.06887
H 3.28455 0.72810 0.17513
H 4.51785 1.56500 -0.77957
H 2.33135 2.36160 -3.68777
H 3.69245 2.93310 -2.74517
H 2.06025 3.37420 -2.26187
H -0.88705 2.17570 3.85793
H 0.24945 1.39970 4.97833
H -1.45275 0.98600 5.02123
H -2.29195 0.44640 2.30643
H -2.41275 -0.71200 3.63183
H -1.65095 -1.20220 2.13193
H 1.32585 -0.75490 4.33003
H 0.42695 -1.90110 3.31973
H -0.21245 -1.40440 4.88903
O -3.16795 0.40590 -0.75657
C -2.25975 -0.37850 -0.92247
O -1.21155 -0.40780 -0.14927
C -2.27705 -1.34900 -2.07107
C -3.40145 -1.32180 -2.89517
C -3.50955 -2.17000 -3.98217
C -2.49255 -3.07740 -4.25367
C -1.36855 -3.11180 -3.45847
C -1.24655 -2.24810 -2.36717
S 0.24305 -2.40530 -1.47587
H -4.17805 -0.61100 -2.65747
H -4.38315 -2.13120 -4.61387
H -2.56415 -3.75760 -5.08887
H -0.57025 -3.80750 -3.66407
S 2.30295 -1.96710 1.00003
C 2.62845 -3.59820 0.58353
N 2.94085 -4.50930 1.49263
C 3.28155 -5.78820 0.88663
C 2.98985 -5.53680 -0.60557
N 2.67235 -4.11660 -0.63157
H 3.05575 -4.32550 2.47473
H 2.67095 -6.59160 1.30383
H 4.33155 -6.02250 1.07553
H 2.14245 -6.12540 -0.96697
H 3.85175 -5.73890 -1.24167
H 2.41375 -3.62320 -1.46997
Cl -5.00805 -0.69300 1.49703
C -4.95555 -2.28510 0.72563
Cl -3.29765 -2.83490 0.51503
H -5.41095 -2.22040 -0.26307
H -5.46385 -3.00770 1.36553
*
```

Atomic partial charges in e from the Löwdin method, atoms 1 to 5: -0.012, -0.190, 1.006, -0.373, 0.156

=====

# C40H36GeIN7S3Tl

A molecular structure, C40H36GeIN7S3Tl (ωB97M-V/def2-TZVPD, the Open Molecules 2025 dataset).

As for the total energy: -154306.1282 eV. As for the energy above the lowest of the compared OMol25 structures with the same formula, charge and spin: 3.461 eV. The value obtained for the orbital gap is 0.1496 Ha.

Structure (ORCA input):
```
! RIJCOSX wB97M-V def2-TZVPD def2/J DEFGRID3
* xyz -1 1
Tl 0.66725 0.94273 -0.50650
C -3.92440 1.36352 1.22456
C -2.66310 1.49803 0.42236
N -1.47965 1.30195 0.90266
N -1.31870 0.69790 2.07789
C -0.08111 0.76654 2.58398
N -0.26524 -1.62568 2.92177
S 1.10115 1.89851 2.18462
C -2.72947 1.88654 -0.99468
C -3.96355 2.15774 -1.60331
C -4.00476 2.54439 -2.92807
C -2.81942 2.65845 -3.64157
C -1.64374 2.35438 -2.97624
N -1.58993 1.97445 -1.70491
H -3.66212 1.11398 2.25020
H -4.48547 2.30264 1.22774
H -4.58041 0.58654 0.82808
H -1.26925 -1.72526 3.06248
H 0.16751 -2.36442 3.47416
H -4.87605 2.05852 -1.03357
H -4.95547 2.75318 -3.40347
H -2.80269 2.95616 -4.68129
H -0.68963 2.41265 -3.49337
C 4.30887 -0.63901 -1.37151
C 4.37227 0.81875 -1.08380
N 3.35123 1.62188 -1.11465
C 3.70406 2.91569 -0.82673
C 5.02184 3.10713 -0.55208
S 5.84846 1.61667 -0.67130
C 2.66371 3.95048 -0.78363
C 2.89710 5.28779 -0.74836
S 1.43094 6.12569 -0.50498
C 0.57426 4.63150 -0.48960
N 1.33310 3.59253 -0.67284
C -0.88940 4.59492 -0.20839
H 3.41190 -1.04177 -0.87422
H 5.21404 -1.14982 -1.04297
H 4.17290 -0.80094 -2.44343
H 5.51995 4.01158 -0.24372
H 3.84073 5.80221 -0.82529
H -1.18218 5.46508 0.37812
H -1.10730 3.69167 0.36095
H -1.47064 4.58200 -1.13154
C 1.25512 -1.15408 -0.26070
Ge 0.05337 -2.07826 0.81178
C 0.97484 -3.80398 1.09515
C 0.32129 -5.01956 1.29158
C 1.03387 -6.19382 1.51312
C 2.42042 -6.16974 1.54434
C 3.08851 -4.96578 1.35585
C 2.37240 -3.79737 1.13637
C 0.16400 -0.31732 3.64485
C -0.72138 -0.04754 4.82098
C -0.23338 0.13539 6.09522
C 1.11755 0.03301 6.42366
C 1.98871 -0.31543 5.36967
C 1.58298 -0.48628 4.08095
C -1.81579 -2.57570 0.38375
C -2.95127 -2.09928 1.03747
C -4.22730 -2.46921 0.62371
C -4.39501 -3.31278 -0.46502
C -3.27613 -3.78318 -1.13972
C -2.00607 -3.41629 -0.71661
H -0.76357 -5.05793 1.27948
H 0.50291 -7.12674 1.66605
H 2.97824 -7.08216 1.72034
H 4.17170 -4.93643 1.38982
H 2.89264 -2.85589 0.99403
H -1.77617 0.09390 4.60524
H -0.95095 0.37537 6.87698
H 1.47583 0.18648 7.43262
H 3.04598 -0.45176 5.58623
H 2.29760 -0.73101 3.30048
H -2.83902 -1.42162 1.87593
H -5.09575 -2.09616 1.15512
H -5.38900 -3.60184 -0.78616
H -3.39330 -4.43882 -1.99496
H -1.14119 -3.78370 -1.26080
I -1.91989 -1.46128 -5.59625
C -0.31906 -0.23329 -5.07722
C 0.16219 0.71514 -5.96449
C 1.20607 1.53111 -5.55332
C 1.70986 1.36489 -4.27030
N 1.24079 0.45184 -3.42775
C 0.25166 -0.34237 -3.81548
H -0.27184 0.82029 -6.95020
H 1.61224 2.28751 -6.21227
H 2.51012 1.99341 -3.89062
H -0.09250 -1.05922 -3.07254
*
```

Atomic partial charges in e from the Löwdin method, atoms 1 to 5: 0.705, -0.040, -0.294, -0.067, -0.019

=====

# C6H18N2

2 unconnected molecules or ions with the total composition C6H18N2 in a non-equilibrium geometry (ωB97M-V/def2-TZVPD, the Open Molecules 2025 dataset).

As for the total energy: -9493.1993 eV. Its structure (SMILES) is CCCN.CCCN. As for the energy above the lowest of the compared OMol25 structures with the same formula, charge and spin: 0.567 eV. The value obtained for the orbital gap is 0.3726 Ha.

Structure (ORCA input):
```
! RIJCOSX wB97M-V def2-TZVPD def2/J DEFGRID3
* xyz 0 1
C -1.32705 0.01235 1.18180
C -0.80022 -0.53195 2.47855
C -0.82586 -2.07969 2.44639
N -0.49221 -2.65357 3.72329
H -0.96213 1.05318 1.19243
H -2.42777 0.02615 1.11239
H -0.92445 -0.49249 0.28755
H 0.21252 -0.10498 2.61086
H -1.49031 0.02764 3.13892
H -1.82441 -2.45993 2.15696
H -0.10217 -2.41646 1.67937
H -0.54365 -3.67481 3.63897
H 0.46562 -2.44074 4.02323
C 1.21870 2.51421 -1.43484
C 0.43403 1.85550 -2.58282
C 0.30265 0.40264 -2.52593
N 1.64554 -0.17693 -2.69566
H 2.29142 2.34110 -1.62437
H 0.95476 2.05893 -0.46547
H 1.04346 3.60140 -1.37224
H -0.61321 2.21328 -2.55592
H 0.87219 2.16934 -3.54976
H -0.17993 0.24737 -1.54184
H -0.32843 -0.08838 -3.29149
H 1.48405 -1.12936 -2.35000
H 1.91688 -0.27380 -3.68037
*
```

Atomic partial charges in e from the natural (NBO) method, atoms 1 to 5: -0.598, -0.412, -0.210, -0.832, 0.207

=====

# C5H10S3

C5H10S3 in the gas phase in a non-equilibrium geometry (ωB97M-V/def2-TZVPD, the Open Molecules 2025 dataset).

As for the total energy: -37852.2168 eV. Its structure (SMILES) is CC(=S)SC[C@@H](C)S. As for the energy above the lowest of the compared OMol25 structures with the same formula, charge and spin: 0.756 eV. The value obtained for the orbital gap is 0.3121 Ha.

Structure (ORCA input):
```
! RIJCOSX wB97M-V def2-TZVPD def2/J DEFGRID3
* xyz 0 1
C 0.19045 2.27179 -2.70987
C -0.52432 1.43898 -1.68154
S -2.08649 0.99952 -1.90040
S 0.59518 1.00316 -0.42887
C -0.36052 -0.42293 0.28172
C 0.44183 -0.96940 1.50716
C -0.50474 -1.83711 2.39338
S 1.98208 -1.86298 0.97176
H -0.02602 1.99651 -3.70773
H -0.13128 3.37379 -2.64571
H 1.29443 2.26967 -2.55542
H -0.45436 -1.28539 -0.40197
H -1.36251 -0.08725 0.60499
H 0.75288 -0.12121 2.11005
H -0.77241 -2.64313 1.75166
H -1.35178 -1.22878 2.63200
H -0.17256 -2.12368 3.35758
H 2.49013 -0.77155 0.42120
*
```

Atomic partial charges in e from the natural (NBO) method, atoms 1 to 5: -0.687, -0.287, -0.005, 0.316, -0.532

=====

# C4H12

2 unconnected molecules or ions with the total composition C4H12 in a non-equilibrium geometry (ωB97M-V/def2-TZVPD, the Open Molecules 2025 dataset).

As for the total energy: -4340.9466 eV. Its expectation value of S² is 0.7503. As for the energy above the lowest of the compared OMol25 structures with the same formula, charge and spin: 0.090 eV. The value obtained for the orbital gap (spin up / spin down) is 0.1044 / 0.4586 Ha.

Structure (ORCA input):
```
! RIJCOSX wB97M-V def2-TZVPD def2/J DEFGRID3
* xyz -1 2
C -2.45845 0.26304 0.98282
C -2.27394 1.74874 0.63345
H -2.48420 -0.32390 0.05943
H -1.57943 -0.08278 1.51655
H -3.36208 0.05500 1.55608
H -1.24691 1.85629 0.27838
H -2.42444 2.34274 1.54630
H -3.05029 2.12655 -0.02452
C 2.01579 -1.54972 -0.39267
C 2.71177 -0.49203 -1.23166
H 1.55987 -1.12582 0.50746
H 1.19315 -1.94619 -0.99253
H 2.63661 -2.39558 -0.12254
H 1.98965 0.21464 -1.62461
H 3.43493 0.09437 -0.65066
H 3.25383 -0.94629 -2.05102
*
```

Atomic partial charges in e from the natural (NBO) method, atoms 1 to 5: -0.818, -0.796, 0.188, 0.192, 0.176

=====

# C4H5NO

C4H5NO in the gas phase in a non-equilibrium geometry (ωB97M-V/def2-TZVPD, the Open Molecules 2025 dataset).

As for the total energy: -7764.8980 eV. Its structure (SMILES) is N#C[C@H]1CCO1. As for the energy above the lowest of the compared OMol25 structures with the same formula, charge and spin: 1.628 eV. The value obtained for the orbital gap is 0.4251 Ha.

Structure (ORCA input):
```
! RIJCOSX wB97M-V def2-TZVPD def2/J DEFGRID3
* xyz 0 1
N -2.51854 0.17328 -1.46284
C -1.56177 -0.25810 -0.97039
C -0.30914 -0.75473 -0.36884
C 0.80677 0.30624 -0.35512
C 0.46009 0.41013 1.13597
O -0.36181 -0.77451 1.05683
H -0.06933 -1.73550 -0.79453
H 1.79078 -0.12515 -0.54038
H 0.65360 1.18618 -0.98075
H 1.27668 0.28903 1.85455
H -0.14393 1.28381 1.40672
*
```

Atomic partial charges in e from the natural (NBO) method, atoms 1 to 5: -0.300, 0.246, 0.003, -0.429, -0.061

=====

Question: Which formula does entry 4 have?
Answer: C5H10S3

=====

What did the third record say?
# C6H18N2

2 unconnected molecules or ions with the total composition C6H18N2 in a non-equilibrium geometry (ωB97M-V/def2-TZVPD, the Open Molecules 2025 dataset).

As for the total energy: -9493.1993 eV. Its structure (SMILES) is CCCN.CCCN. As for the energy above the lowest of the compared OMol25 structures with the same formula, charge and spin: 0.567 eV. The value obtained for the orbital gap is 0.3726 Ha.

Structure (ORCA input):
```
! RIJCOSX wB97M-V def2-TZVPD def2/J DEFGRID3
* xyz 0 1
C -1.32705 0.01235 1.18180
C -0.80022 -0.53195 2.47855
C -0.82586 -2.07969 2.44639
N -0.49221 -2.65357 3.72329
H -0.96213 1.05318 1.19243
H -2.42777 0.02615 1.11239
H -0.92445 -0.49249 0.28755
H 0.21252 -0.10498 2.61086
H -1.49031 0.02764 3.13892
H -1.82441 -2.45993 2.15696
H -0.10217 -2.41646 1.67937
H -0.54365 -3.67481 3.63897
H 0.46562 -2.44074 4.02323
C 1.21870 2.51421 -1.43484
C 0.43403 1.85550 -2.58282
C 0.30265 0.40264 -2.52593
N 1.64554 -0.17693 -2.69566
H 2.29142 2.34110 -1.62437
H 0.95476 2.05893 -0.46547
H 1.04346 3.60140 -1.37224
H -0.61321 2.21328 -2.55592
H 0.87219 2.16934 -3.54976
H -0.17993 0.24737 -1.54184
H -0.32843 -0.08838 -3.29149
H 1.48405 -1.12936 -2.35000
H 1.91688 -0.27380 -3.68037
*
```

Atomic partial charges in e from the natural (NBO) method, atoms 1 to 5: -0.598, -0.412, -0.210, -0.832, 0.207